Record 1
DFT (the ωB97M-V functional and the def2-TZVPD basis) results for a cluster of 3 separate species, C22H48N3O3 in total.

## Properties
HOMO-LUMO gap (alpha / beta) in eV: 6.9098 / 7.4820
Maximum force in hartree/bohr: 0.1000
Net charge: +1
Lowest unoccupied orbital energy (alpha / beta) in eV: -3.72 / -3.72
2S+1: 3

XYZ file:
```
76
C22H48N3O3 | the OMol25 dataset | the ωB97M-V functional and the def2-TZVPD basis
C -0.3820 -0.3536 1.4960
O 0.6535 -1.3988 1.5277
C 1.9994 -0.8450 1.2439
C 2.1599 -0.1692 -0.2391
C 2.1872 1.4684 -0.2654
N 2.8287 2.1235 0.9377
H -0.9728 -0.3401 2.5255
H 0.0254 0.7345 1.3364
H -1.1795 -0.6747 0.6703
H 2.7363 -1.7843 1.2643
H 2.3202 -0.1686 2.1426
H 3.1142 -0.5702 -0.8327
H 1.2244 -0.5427 -0.8788
H 2.7604 1.8757 -1.2281
H 1.0703 1.8693 -0.3608
H 2.8237 3.1690 0.7457
H 2.2054 1.9845 1.7862
H 3.8076 1.8002 1.0982
C -1.5663 7.2085 -3.5246
C -0.2879 7.2390 -2.6406
C 0.8908 6.5857 -3.4108
C 0.7778 5.0660 -3.5065
C 0.5823 4.4411 -2.1300
C -0.5856 5.0690 -1.3202
N -0.5572 6.5700 -1.3223
O 0.4505 6.9747 -0.4269
C -1.9447 4.5753 -1.8830
C -0.5525 4.4652 0.1225
C 0.0096 8.7668 -2.4847
H -1.5630 8.0183 -4.2649
H -1.6678 6.2926 -4.1084
H -2.4721 7.3406 -2.9215
H 1.8427 6.8335 -2.9209
H 0.9550 7.0015 -4.4248
H -0.0419 4.7801 -4.1727
H 1.6912 4.6632 -3.9606
H 0.4206 3.3622 -2.2480
H 1.5204 4.5465 -1.5693
H -2.7820 5.0960 -1.4038
H -2.0828 3.5030 -1.6956
H -2.0417 4.6907 -2.9614
H 0.4120 4.6158 0.6207
H -0.7162 3.3805 0.0996
H -1.3369 4.9017 0.7520
H -0.8081 9.2754 -1.9594
H 0.1204 9.2474 -3.4651
H 0.9418 8.9672 -1.9455
C -1.7704 -7.8882 2.6459
C -0.4454 -7.5631 1.9007
C 0.5858 -6.9833 2.9055
C 0.2684 -5.5528 3.3348
C 0.0806 -4.6443 2.1253
C -0.9407 -5.1889 1.0888
N -0.7156 -6.6343 0.7508
O 0.3915 -6.6979 -0.1160
C -2.3860 -4.9999 1.6210
C -0.8953 -4.2593 -0.1684
C 0.0595 -8.9663 1.4284
H -1.7080 -8.8452 3.1788
H -2.0283 -7.1550 3.4114
H -2.6107 -7.9741 1.9472
H 1.5913 -6.9985 2.4624
H 0.6394 -7.6186 3.7993
H -0.6225 -5.5280 3.9697
H 1.0903 -5.1693 3.9515
H -0.2285 -3.6498 2.4710
H 1.0583 -4.5068 1.6448
H -3.1154 -5.4825 0.9601
H -2.6515 -3.9363 1.6714
H -2.5354 -5.3788 2.6308
H 0.1103 -4.1773 -0.5963
H -1.2012 -3.2368 0.0862
H -1.5740 -4.6190 -0.9509
H -0.6492 -9.4241 0.7273
H 0.1698 -9.6508 2.2791
H 1.0424 -8.9262 0.9465
```

Atomic partial charges in e from the Löwdin method, atoms 1 to 6: C -0.10; O -0.26; C -0.19; C -0.13; C -0.19; N 0.15

---

Record 2
DFT (the ωB97M-V functional and the def2-TZVPD basis) results for a cluster of 2 separate species, C12H22BCl4N4O4 in total.

## Properties
HOMO-LUMO gap in eV: 8.6082
Maximum force in hartree/bohr: 0.0981
Net charge: +1
Lowest unoccupied orbital energy in eV: -3.50
2S+1: 1

XYZ file:
```
47
C12H22BCl4N4O4 | the OMol25 dataset | the ωB97M-V functional and the def2-TZVPD basis
C 1.1878 -0.9719 1.1305
C 0.2708 -0.7502 2.4326
O 0.6809 -1.5478 3.5327
C -1.2189 -1.0813 1.9575
N -1.5064 -0.1360 0.8634
C -2.6537 -0.5366 0.0133
C -2.0368 -0.9283 -1.4069
O -1.9219 0.2071 -2.2981
N -0.6631 0.6420 -2.4458
C -0.1132 1.7599 -1.7949
B -0.6955 2.8035 -0.7281
N 0.2517 3.5726 0.1015
O -2.0794 3.0806 -0.5451
C 1.2364 2.0245 -2.2515
N 1.4665 0.9498 -3.1392
C 0.3417 0.1771 -3.2890
C 0.2662 -0.9947 -4.2859
C 1.4377 -2.1207 -3.9097
C 1.2705 -2.7823 -2.3892
O 2.3718 -1.7149 -2.8792
H 0.6644 -1.7648 0.5178
H 1.1333 -0.0351 0.5012
H 2.2451 -1.2368 1.3841
H 0.2631 0.3627 2.6321
H 1.6558 -1.4787 3.5333
H -1.9046 -0.9631 2.8445
H -1.2800 -2.1624 1.6415
H -1.5701 0.8249 1.1924
H -3.2798 0.3919 -0.1370
H -3.2570 -1.3847 0.4435
H -2.7931 -1.6254 -1.8736
H -1.0802 -1.4642 -1.1968
H 1.0375 2.9408 0.2869
H -0.1750 3.7777 1.0142
H -2.2987 2.8409 0.3721
H 1.8994 2.8607 -1.9460
H 2.3350 0.7896 -3.6579
H -0.7037 -1.5423 -4.3210
H 0.6115 -0.6247 -5.2957
H 1.7862 -2.8232 -4.7587
H 0.1882 -2.3584 -2.4098
H 1.4627 -2.3280 -1.3844
C 1.0325 1.0699 6.3916
Cl 1.9168 -0.3276 7.0260
Cl -0.5070 0.5300 5.7005
Cl 0.7233 2.2195 7.7023
Cl 2.0012 1.8586 5.1284
```

Atomic partial charges in e from the Löwdin method, atoms 1 to 6: C -0.04; C -0.42; O -0.07; C -0.17; N -0.09; C -0.15

---

Record 3
DFT (the ωB97M-V functional and the def2-TZVPD basis) results for an isolated molecule of C8H12P2.

## Properties
HOMO-LUMO gap (alpha / beta) in eV: 7.4727 / 7.4750
Maximum force in hartree/bohr: 0.1374
Lowest unoccupied orbital energy (alpha / beta) in eV: -0.21 / -0.21
2S+1: 1

XYZ file:
```
22
C8H12P2 | the OMol25 dataset | the ωB97M-V functional and the def2-TZVPD basis
C -2.0758 -2.0711 1.3157
C -1.2518 -1.7195 0.4709
C -0.3715 -0.5218 -1.5605
C -0.5720 0.7980 -1.5652
C 1.1443 1.1358 0.1799
C -0.1977 -1.3537 -0.3488
C -0.1693 1.6629 -0.4227
C 1.0076 0.0034 1.1729
P -1.5324 1.7798 0.8299
P 2.6387 -0.7898 1.2990
H -2.9562 -2.5374 1.6402
H -0.3236 -1.1029 -2.4529
H -0.7244 1.0922 -2.5690
H 1.6806 0.8834 -0.6772
H 1.6153 1.9896 0.6580
H 0.6557 -2.0648 -0.5942
H 0.2247 2.6263 -0.8513
H 0.4144 -0.0054 1.9783
H -2.2332 0.5945 0.6505
H -2.4236 2.2328 -0.0526
H 3.0567 -0.5368 -0.0682
H 2.3936 -2.0955 0.9673
```

Atomic partial charges in e from the Löwdin method, atoms 1 to 6: C 0.11; C -0.21; C -0.12; C -0.14; C -0.36; C -0.17